A structure of composition C29H79LiN4O13, computed with ωB97M-V/def2-TZVPD.

Summary:
HOMO, eV: -7.308
Largest force on an atom, eV Å⁻¹: 13.3
E_tot, Eh: -2355.89369

```
! wB97M-V def2-TZVPD RIJCOSX def2/J DEFGRID3
* xyz 0 1
H 74.59594 -30.41060 2.32675
H 74.34449 -30.22811 7.65494
H 68.42665 -33.82284 13.43225
H 69.63271 -29.39647 12.13554
H 65.84832 -32.16931 11.44201
N 73.84250 -29.72162 9.56362
O 70.24000 -29.85851 10.07610
H 65.21375 -32.30344 12.79527
H 76.20688 -32.18224 0.51408
H 73.41433 -30.16465 6.52195
H 63.88979 -32.40655 10.10238
H 66.83990 -30.48318 4.15621
H 67.43625 -27.72363 11.75593
O 71.28248 -31.14654 7.69970
H 62.89226 -34.27991 9.53363
C 69.88691 -31.15524 8.09754
C 66.81008 -29.99174 5.12261
H 75.43201 -31.69023 4.76087
H 67.88622 -27.53007 2.07728
C 73.07967 -31.09915 6.03143
C 71.56177 -30.05440 10.40830
H 74.34790 -32.05801 2.28696
O 66.70905 -29.87842 7.95247
C 70.25980 -27.58611 8.36689
H 67.54970 -29.13678 5.07262
O 68.53414 -27.84290 4.01936
C 78.19855 -29.62454 7.96755
H 64.87241 -33.15831 7.25820
H 68.11529 -32.88184 11.83415
H 78.39197 -30.78175 8.20586
O 67.06863 -35.24789 8.44479
H 64.22833 -34.55561 12.16261
H 74.02396 -30.79077 9.83064
H 69.31659 -30.99662 11.60271
H 67.88089 -31.57473 8.38440
O 68.79682 -27.66862 10.19832
H 78.65827 -29.12820 8.73615
H 67.54859 -33.44670 9.38383
H 66.80053 -28.59660 3.18525
C 63.77775 -28.58953 6.71123
H 70.32193 -27.33499 5.70772
H 67.62291 -33.52407 7.79090
H 69.37483 -32.13486 7.80092
H 78.72848 -29.21182 7.17581
H 60.75159 -33.38843 7.29299
H 72.23211 -28.38489 9.12358
H 69.22202 -30.47513 7.71973
O 76.89503 -29.53740 7.65360
N 73.30814 -31.19039 4.62598
C 76.09934 -29.79837 8.82522
H 71.73540 -29.93072 11.36170
H 72.80837 -30.38364 4.15875
H 61.49058 -32.27153 8.97430
C 69.95487 -27.07867 9.77297
H 64.86481 -34.31602 10.48321
H 67.42563 -30.31386 9.69803
C 74.62046 -29.64272 8.41176
H 69.88553 -26.06275 10.07086
H 69.88087 -31.09865 9.16853
H 60.70212 -32.11698 10.71738
H 69.36193 -26.26150 7.23384
H 64.28705 -28.93907 7.77934
C 68.20236 -27.30994 5.35423
H 67.73052 -32.21249 13.17860
C 64.27309 -32.21577 7.32171
C 67.42958 -27.73289 3.06064
C 68.40208 -27.41029 11.63079
H 77.78817 -31.53118 1.20628
C 67.74441 -33.11237 12.78995
H 73.60775 -31.92161 6.67217
C 67.75386 -30.52128 8.75253
H 74.38350 -28.66711 8.01348
C 67.01896 -33.79628 8.47017
Li 67.65234 -28.32493 8.69922
H 76.29656 -30.81277 9.20277
C 74.89550 -31.28778 2.76498
H 63.40397 -27.71449 6.73511
H 76.17110 -29.25959 9.79909
C 76.72066 -31.39735 1.29296
C 65.52545 -32.94339 11.97994
H 65.44189 -29.18357 6.40434
C 61.14012 -32.76095 9.77781
H 67.35052 -27.73120 5.75053
H 62.90900 -29.35680 6.58255
H 72.12108 -29.84019 8.48502
H 66.54094 -30.42004 7.00180
O 64.39616 -31.61898 8.64043
C 72.39618 -29.47415 9.37559
H 66.83918 -26.83511 3.20620
H 71.06570 -30.48228 5.86587
H 69.46327 -29.02098 6.18544
N 63.48140 -32.94541 10.90627
H 75.11713 -30.24352 4.53095
H 71.02039 -32.03088 5.94765
C 62.26344 -33.67622 10.36228
O 66.54123 -33.74671 12.53825
H 71.60916 -31.10584 10.10709
H 68.62640 -30.08442 8.47807
H 68.42751 -26.30870 11.61599
H 67.22172 -35.55154 9.37904
O 60.13907 -33.46310 9.20802
H 70.66391 -27.30771 10.30842
C 64.48873 -33.77229 11.36228
C 69.38862 -27.85271 6.18934
H 61.99928 -34.17967 11.31278
C 69.32984 -29.89289 11.22440
O 64.84598 -28.84498 5.79761
H 66.03483 -33.38096 8.16414
H 68.24264 -29.58019 11.02272
C 60.45140 -34.06180 7.96965
H 65.96662 -29.17397 5.20862
H 59.32307 -34.26818 7.58180
O 66.87223 -30.82194 6.25743
N 69.16110 -27.27122 7.45594
H 71.35893 -27.24469 7.95722
H 69.25303 -27.82664 12.30249
H 68.11841 -26.11891 5.36663
H 65.20520 -31.02877 8.63952
H 76.60338 -30.40023 0.84198
H 63.25171 -32.40307 7.13771
C 74.70794 -31.17573 4.17261
H 61.13555 -34.84024 8.08595
H 64.81734 -31.53529 6.54580
O 76.31181 -31.40132 2.54335
C 71.57132 -31.25601 6.31979
H 70.50466 -28.63529 8.13469
*
```

=====

A cluster of 11 separate species, C5H33NO10S2 in total, computed with ωB97M-V/def2-TZVPD.

Summary:
HOMO, eV: -8.901
SMILES: CCSSC[C@@H](C)N.O.O.O.O.O.O.O.O.O.O
Largest force on an atom, eV Å⁻¹: 2.9
E_tot, Eh: -1813.81403

```
! wB97M-V def2-TZVPD RIJCOSX def2/J DEFGRID3
* xyz 0 1
H -0.05506 0.04800 3.01100
H 0.54946 3.03867 1.26639
H 2.20584 -0.29034 1.58483
H -1.36356 3.01348 0.26276
O 1.78896 0.57240 1.66123
H -4.03493 1.64158 -0.87786
H -1.58161 3.44227 -1.24319
O 3.03599 3.24828 1.58995
H 1.16162 -2.22959 -2.70078
O 0.33568 -3.81538 -3.41034
O -0.44856 -0.59535 3.62312
S -1.31506 -2.49473 0.73573
H -3.20178 2.09334 0.58511
H -0.44668 -3.23538 -3.26848
H 0.02562 0.40016 -1.03194
H 0.82735 2.71756 -1.35026
C 0.78541 -4.03573 -0.51034
H 2.55901 3.61166 2.34173
O 0.35413 2.68914 2.13266
H 1.07299 -3.25119 -1.19964
O 0.55177 4.49179 4.12334
H 1.05340 -2.83927 1.26278
H -3.54274 0.41588 0.21921
H -4.08472 -3.06433 -1.64188
H -0.58448 0.46424 0.70053
N -1.16056 2.70504 -0.68354
H 1.78723 3.28437 -2.36341
H 1.79517 0.86132 0.71381
O 1.07817 -1.26160 -2.65953
H -0.45689 -0.29754 4.54018
H -2.91495 -3.70154 -1.11246
H 3.20367 2.35828 1.92964
O 2.57852 0.20624 -0.89642
H 2.09302 -0.49834 -1.39111
H -0.09066 -4.62589 -3.69846
H 0.96237 3.76371 3.63309
C -1.76838 1.34684 -0.87495
S -1.43712 -1.32902 -0.87582
H 1.50644 -0.95167 -3.46869
C 0.26124 -3.38377 0.76302
O 1.54588 2.45293 -1.93965
O -3.34702 -3.59172 -1.97468
H 2.29372 0.99216 -1.41739
H -1.95558 1.27088 -1.95271
H -0.37804 4.24611 4.01215
H 0.96399 1.95074 2.34757
H 0.03503 -4.65207 -1.02048
H 1.70377 -4.60929 -0.37812
C -0.83048 0.28429 -0.34853
C -3.20540 1.35454 -0.22724
H 0.08882 -4.21218 1.47804
*
```

=====

A cluster of 11 separate species, C5H31N2O11 in total, computed with ωB97M-V/def2-TZVPD.

Summary:
HOMO, eV: -12.240
Largest force on an atom, eV Å⁻¹: 6.6
E_tot, Eh: -1145.97632

```
! wB97M-V def2-TZVPD RIJCOSX def2/J DEFGRID3
* xyz 1 1
H 0.78971 3.31221 1.59501
H -0.38519 1.53522 -3.03853
H 0.28254 0.64026 5.48679
O 0.39919 0.34799 4.51860
H 0.74380 -0.58227 4.52991
O 2.26575 0.91680 2.90976
H -2.34001 -4.06484 -0.98745
N -0.66774 0.49916 0.10487
C -0.36654 -0.93073 0.58701
H 1.70215 -0.35448 2.14488
O -3.48392 0.21858 0.35750
H -4.33758 0.54801 0.58748
H -0.34355 -0.87937 1.68778
H -1.59661 -0.77099 -3.86971
H -2.03838 -1.05101 -0.70642
O 1.23738 2.62368 -0.90621
C -1.33738 -1.78306 -0.23914
H 0.23982 -0.03561 -4.14191
C -2.02679 -2.73362 0.67062
H 1.34811 1.02891 -4.32538
H 2.29797 1.59316 2.22770
C -2.46760 -3.88104 0.09769
H 1.69791 1.29332 3.60259
H -1.61213 0.72652 0.07643
O 0.30461 0.89661 -4.32559
H -1.40972 -1.72319 -4.97408
H 4.05325 0.52751 -3.17974
O -1.88632 0.36367 3.30348
C 1.12692 -1.14516 0.26902
H -3.18887 -4.64613 0.39991
H -0.13112 1.26798 0.41565
H -1.83150 1.61160 -2.59758
H 1.90359 2.41647 -1.59557
H 2.23580 3.49102 1.07160
O 3.22671 0.68047 -2.70655
O 1.44843 -1.64585 -0.84206
H -1.04153 0.46615 3.53032
H 2.94833 -0.06067 -2.21296
H -0.84004 -2.25746 -1.01683
H 0.48291 2.85259 -1.46237
N 2.03008 -1.11330 1.29860
O -0.96749 1.74270 -2.29716
H -2.22852 -2.53888 1.64812
H -2.39591 0.55447 4.11206
H 3.05749 -1.03371 1.09996
O 1.68466 3.19093 1.77682
H -3.21366 -0.09057 1.23803
H -0.25189 0.52830 -0.88386
O -0.94214 -1.48106 -4.11325
*
```

=====

An isolated molecule of C3H4N2O3, computed with ωB97M-V/def2-TZVPD.

Summary:
HOMO (spin up / spin down), eV: -8.739 / -9.134
Largest force on an atom, eV Å⁻¹: 4.9
E_tot, Eh: -451.71998

```
! wB97M-V def2-TZVPD RIJCOSX def2/J DEFGRID3
* xyz 0 1
H -2.96068 -0.84024 -2.02984
H -2.45166 -1.86882 -0.69829
O 1.82228 -0.44176 1.57479
C 0.88853 0.07544 0.65746
O -0.81416 0.69953 -1.77529
C -0.01782 -0.65687 -0.19408
H 2.76526 1.19508 2.23593
H 0.32280 1.53287 -0.28216
C -1.08474 -0.26320 -1.07404
N -2.21632 -1.00342 -1.27214
N 2.79093 0.18198 2.42319
O 0.95557 1.38940 0.43445
*
```

=====

A cluster of 2 separate species, C2H7NO2 in total, computed with ωB97M-V/def2-TZVPD.

Summary:
HOMO, eV: -10.074
SMILES: NCC=O.O
Largest force on an atom, eV Å⁻¹: 1.9
E_tot, Eh: -285.60941

```
! wB97M-V def2-TZVPD RIJCOSX def2/J DEFGRID3
* xyz 0 1
N 0.95630 0.63491 0.61157
O -2.41080 -0.04698 -0.22792
C -0.43537 0.54109 1.03461
O 2.49108 -1.50395 -1.05596
H -0.74611 1.19631 1.85497
H 1.65700 -1.02911 -0.92896
C -1.41348 0.60043 -0.16343
H -0.99957 1.18575 -1.01122
H 1.08416 1.38176 -0.05911
H 2.40659 -2.14421 -1.75378
H -0.62233 -0.44288 1.48237
H 1.54394 0.82813 1.40742
*
```

=====

A structure of composition C10H12BrNPPm, computed with ωB97M-V/def2-TZVPD.

Summary:
HOMO (spin up / spin down), eV: -4.380 / -5.913
Largest force on an atom, eV Å⁻¹: 9.0
E_tot, Eh: -3966.32608

```
! wB97M-V def2-TZVPD RIJCOSX def2/J DEFGRID3
* xyz 0 5
H -1.04594 2.30965 -1.34477
C 0.49416 1.59395 1.29613
H -0.04634 -1.60245 2.11563
N 0.18096 0.27405 1.15863
Pm -0.42364 -0.58795 -1.01417
H 1.13206 1.66035 4.62803
H -2.72394 0.59925 -2.63177
P -0.47654 -2.76605 -0.63067
H -0.56814 -3.25255 0.70753
C 0.58546 -0.10725 -3.02187
H 1.08836 3.16165 2.65273
H 1.44146 -0.65255 -3.42177
C 0.86566 1.26845 3.65483
H 0.59356 -3.62495 -1.04147
C -1.63574 0.54375 -2.60707
H -1.17404 -1.29945 -3.81117
H 1.52086 1.58625 -1.89177
C -0.81444 -0.46155 -3.20987
C 0.62686 1.05785 -2.22547
C -0.74734 1.42915 -1.91787
H 0.47806 2.24975 0.44043
C 0.54546 -0.08075 3.50143
C 0.20356 -0.56245 2.23423
H -1.51304 -3.59295 -1.17207
C 0.84116 2.11335 2.54603
Br 0.57146 -1.25645 5.00623
*
```